Entry 1:
Below is H5NO2P2 as an isolated structure, with properties calculated with ωB97M-V/def2-TZVPD.

Positions of all 10 atoms, in Å:
N: 0.362 0.888 -0.601
O: 2.549 -0.573 0.577
O: 0.199 -0.743 1.485
P: -0.903 -1.235 0.260
P: 1.419 0.264 1.308
H: -0.331 1.618 -0.301
H: 1.231 1.534 -0.885
H: 2.287 -1.121 -0.314
H: -1.841 -0.255 0.569
H: -1.705 -1.790 1.190

total energy	-890.90267	Ha

Mulliken atomic charge list, values in e, 4 entries:
1. N -0.8537
2. O -0.4419
3. O -0.2104
4. P 0.1410

***

Entry 2:
Below is a 2-piece molecular cluster, H5NS2 overall, with properties calculated with ωB97M-V/def2-TZVPD.

Positions of all 8 atoms, in Å:
S: 2.444 -0.556 0.264
S: 1.815 1.268 -0.589
H: 1.362 -0.743 1.029
H: 0.565 1.217 -0.109
N: -1.490 -0.269 0.164
H: -0.712 -0.629 -0.393
H: -2.261 -0.890 -0.057
H: -1.723 0.603 -0.307

SMILES	SS.N
total energy	-854.10378	Ha

Mulliken atomic charge list, values in e, 4 entries:
1. S -0.1808
2. S -0.1249
3. H 0.1641
4. H 0.1219